(1)
{"formula": "C20H42BClF4N4O12P2S2Si", "method": "wB97M-V/def2-TZVPD", "elements": ["C", "C", "C", "C", "C", "C", "C", "P", "P", "O", "O", "O", "N", "B", "O", "O", "C", "C", "C", "C", "C", "C", "C", "O", "Si", "C", "C", "C", "C", "F", "Cl", "N", "C", "O", "N", "C", "O", "F", "H", "H", "H", "H", "H", "H", "H", "H", "H", "H", "H", "H", "H", "H", "H", "H", "H", "H", "H", "H", "H", "H", "H", "H", "H", "H", "H", "H", "H", "H", "H", "H", "H", "H", "H", "H", "H", "H", "H", "H", "H", "H", "N", "S", "O", "O", "F", "S", "O", "O", "F"], "xyz": [[-1.28, 2.37, 5.05], [-1.36, 0.84, 4.98], [-0.22, 0.20, 4.18], [-0.15, 0.68, 2.73], [-1.20, -0.02, 1.87], [-1.22, 0.31, 0.36], [-1.14, 1.80, 0.01], [-2.83, 2.63, -0.03], [-4.18, 1.72, 1.42], [-3.75, 1.73, 2.81], [-5.50, 2.55, 1.14], [-4.49, 0.28, 0.79], [-0.59, 2.10, -1.32], [-1.65, 1.95, -2.38], [-1.92, 3.00, -3.24], [-2.25, 0.74, -2.46], [-3.22, 0.42, -3.47], [-3.57, -1.05, -3.37], [0.76, 1.53, -1.53], [1.65, 2.06, -0.36], [3.17, 2.21, -0.52], [3.82, 2.50, 0.86], [4.90, 1.50, 1.24], [5.02, 1.50, 2.65], [1.50, 2.16, -3.22], [1.71, 4.01, -3.04], [3.12, 1.31, -3.63], [0.37, 1.87, -4.70], [0.75, 0.00, -1.41], [2.00, -0.46, -1.10], [0.26, -0.90, -2.84], [-0.05, -0.50, -0.20], [-0.51, -1.97, -0.34], [-1.64, -2.20, -0.53], [0.52, -2.84, -0.21], [0.13, -4.10, 0.47], [-0.04, -4.16, 1.62], [0.05, -5.07, -0.41], [-0.26, 2.73, 4.86], [-1.92, 2.83, 4.29], [-1.62, 2.75, 6.01], [-2.33, 0.54, 4.56], [-1.32, 0.43, 5.99], [0.73, 0.44, 4.68], [-0.33, -0.88, 4.20], [-0.27, 1.77, 2.71], [0.86, 0.45, 2.36], [-1.04, -1.10, 1.98], [-2.19, 0.17, 2.30], [-2.12, -0.10, -0.07], [-0.60, 2.34, 0.79], [-2.55, 3.80, 0.69], [-5.87, 2.45, 0.26], [-4.38, -0.43, 1.45], [-2.74, 3.46, -3.04], [-4.11, 1.04, -3.32], [-2.80, 0.66, -4.45], [-4.46, -1.26, -3.96], [-3.77, -1.31, -2.33], [-2.75, -1.67, -3.73], [1.23, 3.03, -0.08], [1.52, 1.43, 0.53], [3.61, 1.30, -0.92], [3.41, 3.03, -1.19], [4.23, 3.51, 0.87], [3.06, 2.47, 1.65], [5.85, 1.76, 0.76], [4.62, 0.50, 0.87], [5.50, 0.72, 2.93], [0.84, 4.50, -3.50], [2.63, 4.36, -3.51], [1.70, 4.32, -2.00], [3.11, 0.23, -3.48], [3.98, 1.74, -3.12], [3.27, 1.48, -4.71], [0.98, 1.60, -5.56], [-0.38, 1.08, -4.58], [-0.17, 2.78, -4.94], [0.66, -0.50, 0.54], [1.32, -2.47, 0.30], [0.34, -8.13, 1.75], [-0.09, -9.20, 0.66], [0.43, -10.51, 0.89], [-0.14, -8.70, -0.67], [-1.61, -9.28, 1.11], [1.85, -7.69, 1.79], [2.11, -6.94, 2.98], [2.36, -7.18, 0.55], [2.64, -9.05, 2.00]], "e_tot_ev": -124149.843, "e_above_lowest_kcal_mol": 0.0, "homo_energy_ha": -0.2949, "orbital_gap_ev": 7.2}

(2)
{"formula": "C20H42N3O6P2W", "method": "wB97M-V/def2-TZVPD", "elements": ["W", "C", "C", "C", "C", "C", "C", "C", "C", "C", "C", "C", "C", "H", "H", "H", "H", "H", "H", "H", "H", "H", "H", "H", "H", "H", "H", "H", "H", "H", "H", "N", "C", "C", "P", "O", "O", "O", "P", "O", "O", "O", "H", "H", "H", "H", "H", "H", "H", "H", "C", "N", "C", "C", "C", "N", "C", "C", "H", "H", "H", "H", "H", "H", "H", "H", "H", "H", "H", "H", "H", "H", "H", "H"], "xyz": [[-0.28, -0.02, -0.15], [-2.29, 0.86, 2.53], [-1.76, -0.28, 1.70], [-2.52, -0.86, 0.65], [-3.96, -0.49, 0.43], [-2.00, -2.00, -0.02], [-2.95, -2.88, -0.78], [-0.64, -2.38, 0.18], [0.02, -3.48, -0.60], [0.02, -1.93, 1.37], [1.30, -2.59, 1.77], [-0.62, -0.99, 2.20], [-0.20, -0.74, 3.61], [-1.50, 1.54, 2.82], [-2.73, 0.46, 3.45], [-3.07, 1.43, 2.04], [-4.23, 0.48, 0.83], [-4.56, -1.24, 0.95], [-4.26, -0.52, -0.62], [-3.54, -3.38, -0.01], [-2.46, -3.66, -1.36], [-3.66, -2.36, -1.41], [0.02, -4.39, 0.01], [1.05, -3.23, -0.82], [-0.48, -3.72, -1.53], [1.96, -2.72, 0.92], [1.09, -3.58, 2.18], [1.83, -2.02, 2.53], [-0.93, -1.28, 4.22], [-0.25, 0.30, 3.89], [0.78, -1.13, 3.85], [4.22, 2.35, 0.47], [3.41, 1.10, 0.82], [4.28, 0.12, 1.60], [2.80, 0.48, -0.79], [3.98, -0.37, -1.40], [2.42, 1.67, -1.57], [1.68, -0.57, -0.44], [1.96, 1.78, 1.78], [2.05, 1.09, 3.20], [2.09, 3.23, 1.79], [0.67, 1.16, 1.16], [5.22, 2.20, 0.59], [3.90, 3.13, 1.07], [4.03, 2.65, -0.50], [5.12, -0.21, 0.99], [3.69, -0.76, 1.87], [4.66, 0.56, 2.52], [4.29, -0.10, -2.28], [2.41, 1.65, 3.90], [-0.54, 3.20, -0.13], [-1.03, 2.00, -0.88], [-2.52, 2.09, -0.87], [-0.55, 2.18, -2.29], [-0.99, 1.00, -3.10], [-0.53, -0.29, -2.45], [-1.52, -1.30, -2.95], [0.77, -0.67, -3.11], [-1.00, 4.08, -0.59], [0.54, 3.27, -0.21], [-0.84, 3.14, 0.91], [-2.82, 2.99, -1.41], [-2.86, 2.18, 0.16], [-2.98, 1.22, -1.33], [0.53, 2.29, -2.25], [-0.99, 3.10, -2.68], [-0.58, 1.04, -4.11], [-2.07, 0.96, -3.20], [-1.56, -1.23, -4.03], [-2.50, -1.07, -2.55], [-1.20, -2.29, -2.68], [0.56, -0.86, -4.17], [1.17, -1.56, -2.65], [1.47, 0.16, -3.03]], "e_tot_ev": -58561.503, "s_squared": 2.0151, "e_above_lowest_kcal_mol": 0.0, "homo_energy_ha": [-0.6667, -0.6992], "orbital_gap_ev": [8.7, 8.2], "spin_multiplicity": 3, "total_charge": 3}

(3)
{"formula": "C20H42NOP3Ru", "method": "wB97M-V/def2-TZVPD", "elements": ["Ru", "P", "P", "P", "H", "C", "C", "H", "C", "C", "C", "C", "C", "C", "C", "C", "C", "H", "H", "H", "H", "H", "H", "H", "H", "H", "H", "H", "H", "H", "H", "H", "H", "H", "H", "H", "H", "H", "H", "H", "H", "H", "H", "H", "H", "H", "C", "C", "C", "C", "C", "C", "O", "H", "H", "H", "H", "H", "H", "C", "C", "C", "N", "H", "H", "H", "H", "H"], "xyz": [[0.18, 0.48, 0.09], [1.63, 1.20, 1.63], [-0.75, 2.42, -0.47], [1.74, -0.07, -1.46], [-0.92, -3.95, 1.32], [0.10, -4.33, 1.44], [0.91, -3.88, 2.41], [0.56, -3.18, 3.17], [0.93, 1.58, 3.27], [2.62, 2.70, 1.25], [2.89, -0.06, 2.05], [-2.47, 2.31, -1.09], [-0.99, 3.67, 0.85], [0.12, 3.32, -1.80], [2.28, -1.76, -0.98], [3.27, 0.91, -1.67], [1.14, -0.27, -3.17], [0.43, -5.10, 0.72], [1.96, -4.20, 2.49], [0.53, 0.67, 3.73], [0.12, 2.32, 3.20], [1.72, 1.99, 3.92], [2.02, 3.44, 0.71], [3.48, 2.44, 0.64], [2.96, 3.14, 2.19], [2.42, -1.05, 2.09], [3.31, 0.17, 3.04], [3.70, -0.07, 1.31], [-2.47, 2.10, -2.16], [-2.98, 3.26, -0.90], [-3.01, 1.51, -0.56], [-1.67, 4.44, 0.46], [-0.04, 4.15, 1.13], [-1.45, 3.22, 1.73], [-0.44, 4.23, -2.05], [0.20, 2.69, -2.69], [1.13, 3.60, -1.47], [2.56, -2.31, -1.88], [1.46, -2.28, -0.47], [3.14, -1.70, -0.30], [3.73, 0.63, -2.63], [3.98, 0.72, -0.86], [3.03, 1.98, -1.70], [1.94, -0.01, -3.88], [0.27, 0.38, -3.35], [0.83, -1.31, -3.34], [-1.69, -1.85, -1.92], [-2.53, -0.97, -2.61], [-2.74, -1.18, -3.97], [-2.21, -2.30, -4.60], [-1.53, -3.27, -3.86], [-1.29, -3.07, -2.50], [-1.16, -1.53, -0.70], [-1.02, -0.44, -0.54], [-2.97, -0.12, -2.08], [-3.33, -0.45, -4.54], [-2.35, -2.44, -5.68], [-1.17, -4.19, -4.33], [-0.73, -3.77, -1.88], [-2.18, -0.98, 4.60], [-2.87, -0.26, 3.43], [-2.00, 0.08, 2.32], [-1.28, 0.27, 1.43], [-1.73, -1.92, 4.26], [-2.91, -1.20, 5.38], [-1.40, -0.35, 5.04], [-3.68, -0.89, 3.03], [-3.34, 0.68, 3.78]], "e_tot_ev": -55360.821, "s_squared": 6.0312, "e_above_lowest_kcal_mol": 119.2, "homo_energy_ha": [-0.6942, -0.7615], "orbital_gap_ev": [6.2, 3.7], "spin_multiplicity": 5, "total_charge": 4}

(4)
{"formula": "C20H42O", "method": "wB97M-V/def2-TZVPD", "elements": ["C", "C", "C", "C", "C", "C", "C", "C", "C", "C", "C", "C", "O", "C", "C", "C", "C", "C", "C", "C", "C", "H", "H", "H", "H", "H", "H", "H", "H", "H", "H", "H", "H", "H", "H", "H", "H", "H", "H", "H", "H", "H", "H", "H", "H", "H", "H", "H", "H", "H", "H", "H", "H", "H", "H", "H", "H", "H", "H", "H", "H", "H", "H"], "xyz": [[-7.13, 1.16, 0.12], [-6.65, 1.12, -1.32], [-6.24, -0.29, -1.74], [-5.89, -0.41, -3.22], [-4.72, 0.46, -3.69], [-3.40, 0.12, -2.99], [-2.24, 0.91, -3.59], [-0.88, 0.55, -2.98], [-0.74, 0.97, -1.52], [0.66, 0.68, -0.99], [0.86, 1.10, 0.48], [1.09, 2.62, 0.57], [0.87, 3.15, 1.85], [2.02, 0.34, 1.12], [1.66, -1.08, 1.52], [2.78, -1.81, 2.26], [3.97, -2.15, 1.37], [5.09, -2.90, 2.11], [6.25, -2.00, 2.54], [5.87, -0.94, 3.57], [7.10, -0.18, 4.07], [-7.42, 2.17, 0.41], [-6.34, 0.83, 0.80], [-7.99, 0.51, 0.26], [-7.46, 1.47, -1.98], [-5.81, 1.81, -1.43], [-7.06, -0.97, -1.52], [-5.39, -0.60, -1.13], [-5.66, -1.46, -3.43], [-6.77, -0.14, -3.81], [-4.95, 1.51, -3.53], [-4.59, 0.31, -4.76], [-3.48, 0.35, -1.93], [-3.20, -0.95, -3.09], [-2.42, 1.98, -3.45], [-2.20, 0.72, -4.66], [-0.73, -0.53, -3.06], [-0.09, 1.03, -3.56], [-1.46, 0.44, -0.91], [-0.95, 2.04, -1.44], [0.85, -0.39, -1.08], [1.41, 1.19, -1.60], [-0.06, 0.88, 1.03], [2.12, 2.85, 0.23], [0.40, 3.15, -0.08], [1.41, 2.66, 2.48], [2.86, 0.34, 0.43], [2.35, 0.87, 2.03], [0.78, -1.05, 2.17], [1.39, -1.66, 0.64], [3.11, -1.20, 3.10], [2.38, -2.74, 2.67], [4.38, -1.24, 0.92], [3.60, -2.77, 0.55], [4.67, -3.40, 2.98], [5.50, -3.67, 1.45], [6.68, -1.52, 1.67], [7.03, -2.64, 2.98], [5.18, -0.23, 3.12], [5.38, -1.41, 4.42], [6.81, 0.58, 4.79], [7.80, -0.86, 4.55], [7.61, 0.31, 3.24]], "e_tot_ev": -23469.726, "smiles": "CCCCCCCCCC[C@H](CO)CCCCCCCC", "e_above_lowest_kcal_mol": 2.0, "homo_energy_ha": -0.3699, "orbital_gap_ev": 10.9}

(5)
{"formula": "C20H43BO4", "method": "wB97M-V/def2-TZVPD", "elements": ["C", "C", "C", "C", "B", "C", "C", "C", "C", "H", "H", "H", "H", "H", "H", "H", "H", "H", "H", "H", "H", "H", "H", "H", "H", "H", "H", "H", "C", "C", "C", "O", "H", "H", "H", "H", "H", "H", "C", "C", "C", "O", "H", "H", "H", "H", "H", "H", "C", "C", "C", "O", "H", "H", "H", "H", "H", "H", "C", "C", "C", "O", "H", "H", "H", "H", "H", "H"], "xyz": [[0.38, -0.92, -0.78], [0.43, -2.38, -1.22], [-0.95, -3.00, -1.52], [-1.96, -2.06, -2.17], [-3.29, -2.68, -2.69], [-4.60, -1.86, -3.00], [-5.16, -1.40, -1.63], [-4.43, -0.71, -4.02], [-3.67, 0.54, -3.55], [1.33, -0.59, -0.35], [-0.38, -0.75, -0.02], [0.15, -0.26, -1.62], [1.07, -2.49, -2.10], [0.92, -2.96, -0.43], [-0.81, -3.86, -2.18], [-1.38, -3.41, -0.60], [-2.15, -1.19, -1.54], [-1.51, -1.62, -3.08], [-3.32, -3.88, -2.85], [-5.35, -2.52, -3.45], [-6.25, -1.43, -1.60], [-4.81, -2.01, -0.79], [-4.85, -0.38, -1.40], [-5.42, -0.40, -4.37], [-3.92, -1.11, -4.90], [-3.56, 1.24, -4.38], [-4.20, 1.07, -2.76], [-2.68, 0.30, -3.18], [2.82, 1.66, 3.60], [1.58, 1.27, 2.83], [0.34, 1.01, 3.64], [1.59, 1.17, 1.62], [3.64, 1.86, 2.92], [2.62, 2.55, 4.20], [3.07, 0.87, 4.31], [0.08, 1.89, 4.23], [0.52, 0.21, 4.36], [-0.49, 0.75, 2.99], [3.55, 2.27, -0.95], [4.78, 2.77, -0.26], [6.05, 2.79, -1.09], [4.78, 3.15, 0.89], [2.70, 2.26, -0.28], [3.35, 2.86, -1.85], [3.72, 1.25, -1.32], [5.90, 3.41, -1.98], [6.27, 1.79, -1.45], [6.88, 3.18, -0.50], [0.08, 2.45, -3.05], [0.98, 1.98, -4.17], [0.38, 1.99, -5.55], [2.11, 1.62, -3.97], [0.60, 2.39, -2.10], [-0.24, 3.47, -3.24], [-0.82, 1.84, -3.02], [0.05, 3.00, -5.81], [-0.51, 1.36, -5.58], [1.11, 1.64, -6.28], [1.49, -2.35, 7.58], [0.16, -1.67, 7.37], [-0.85, -1.80, 8.48], [-0.09, -1.04, 6.36], [2.13, -2.19, 6.72], [1.96, -1.97, 8.48], [1.33, -3.42, 7.74], [-0.43, -1.40, 9.41], [-1.07, -2.85, 8.67], [-1.76, -1.27, 8.23]], "e_tot_ev": -30303.305, "smiles": "CCCCB[C@@H](C)CC.CC(C)=O.CC(C)=O.CC(C)=O.CC(C)=O", "homo_energy_ha": -0.3335, "orbital_gap_ev": 9.8}

(6)
{"formula": "C20H43BiN2P3S", "method": "wB97M-V/def2-TZVPD", "elements": ["Bi", "P", "P", "P", "H", "C", "C", "H", "C", "C", "C", "C", "C", "C", "C", "C", "C", "H", "H", "H", "H", "H", "H", "H", "H", "H", "H", "H", "H", "H", "H", "H", "H", "H", "H", "H", "H", "H", "H", "H", "H", "H", "H", "H", "H", "H", "C", "C", "C", "C", "C", "C", "S", "H", "H", "H", "H", "H", "H", "C", "N", "C", "C", "N", "H", "H", "H", "H", "H", "H"], "xyz": [[0.39, 0.85, -0.04], [-0.97, 2.50, 1.30], [2.25, 0.32, 1.43], [-0.90, -1.06, 0.86], [0.94, 0.09, -2.67], [0.18, -0.17, -1.98], [-0.97, 0.81, -1.80], [-0.95, 1.70, -2.37], [-0.80, 4.23, 0.88], [-0.77, 2.53, 3.06], [-2.69, 2.25, 1.00], [3.36, -0.92, 0.78], [3.34, 1.66, 1.87], [1.87, -0.32, 3.07], [-2.35, -1.47, -0.09], [-1.51, -1.02, 2.52], [0.07, -2.56, 0.75], [-0.04, -1.21, -1.89], [-1.93, 0.40, -1.59], [-0.87, 4.41, -0.21], [0.22, 4.62, 1.20], [-1.53, 4.78, 1.40], [0.24, 2.83, 3.36], [-1.00, 1.56, 3.52], [-1.49, 3.28, 3.46], [-2.94, 2.37, -0.05], [-3.24, 3.03, 1.59], [-3.04, 1.27, 1.34], [4.17, -1.07, 1.52], [3.81, -0.60, -0.17], [2.85, -1.87, 0.61], [4.12, 1.24, 2.54], [2.82, 2.46, 2.41], [3.85, 2.11, 1.00], [2.85, -0.46, 3.57], [1.35, -1.28, 3.05], [1.28, 0.40, 3.65], [-2.75, -2.39, 0.38], [-2.13, -1.69, -1.14], [-3.11, -0.69, -0.05], [-1.93, -2.03, 2.72], [-2.31, -0.28, 2.63], [-0.74, -0.81, 3.27], [-0.61, -3.40, 1.01], [0.91, -2.57, 1.45], [0.46, -2.73, -0.26], [-1.84, -5.84, -2.77], [-1.02, -6.94, -3.14], [-1.07, -7.45, -4.44], [-1.92, -6.88, -5.39], [-2.73, -5.80, -5.04], [-2.69, -5.29, -3.75], [-1.84, -5.14, -1.18], [-0.90, -5.98, -0.63], [-0.35, -7.38, -2.41], [-0.43, -8.29, -4.70], [-1.95, -7.29, -6.41], [-3.40, -5.36, -5.77], [-3.32, -4.44, -3.47], [1.65, 6.23, 1.04], [2.01, 5.17, 0.02], [2.98, 5.71, -0.98], [1.58, 3.99, 0.00], [1.19, 2.92, -0.03], [2.13, 7.21, 0.91], [1.91, 5.85, 2.06], [0.55, 6.39, 1.03], [3.90, 5.09, -0.97], [2.54, 5.63, -2.00], [3.28, 6.77, -0.84]], "e_tot_ev": -68926.057, "e_above_lowest_kcal_mol": 156.0, "homo_energy_ha": [-0.5040, -0.5040], "orbital_gap_ev": [3.4, 3.5], "total_charge": 3}

Number 5 is which compound?
C20H43BO4